(1)
Entry from the Open Molecules 2025 dataset: one molecule with the formula C20H28N2O4 (the ωB97M-V functional and the def2-TZVPD basis).

```
54
Properties=species:S:1:pos:R:3:forces:R:3:mulliken_charge:R:1
C -8.47093 -0.51223 -1.45339 0.23 -0.12 0.01 -1.341
C -7.17794 -0.84232 -0.71897 -0.21 0.18 0.12 -0.231
C -7.09702 -0.12555 0.62678 0.24 -0.22 -0.10 -0.677
C -5.79678 -0.44865 1.36202 -0.29 0.32 -0.11 -0.606
C -4.60571 0.21114 0.67937 -0.15 -0.43 0.34 0.517
O -4.67730 1.29005 0.13724 -0.04 0.25 -0.16 -0.633
N -3.46136 -0.52779 0.77642 0.13 -0.39 0.15 -0.162
C -2.17894 -0.23662 0.29946 0.29 0.17 -0.12 1.048
C -1.15620 -1.13510 0.59992 -0.09 0.08 -0.04 -0.934
C 0.12998 -0.91269 0.15122 0.02 0.08 -0.04 -0.852
C 0.42080 0.22379 -0.59279 -0.21 -0.12 -0.08 -0.056
C 1.79636 0.43194 -1.13963 -0.23 0.10 -0.14 0.550
O 2.25315 -0.28950 -2.00888 0.03 -0.29 -0.10 -0.672
N 2.46727 1.51070 -0.66004 0.10 0.10 -0.10 0.083
C 2.15132 2.16383 0.58758 -0.14 0.09 0.45 -0.846
C 2.94174 1.50743 1.73557 -0.02 -0.06 -0.04 -0.900
C 4.24076 0.89917 1.18867 -0.03 -0.03 -0.02 0.113
C 3.98097 -0.52934 0.71117 0.08 0.33 0.41 0.322
O 3.11421 -1.23636 1.16031 -0.08 -0.23 -0.06 -0.645
O 4.84516 -0.90337 -0.22268 0.28 0.17 -0.06 -0.262
C 4.66164 -2.19731 -0.80566 -0.21 -0.60 -0.10 -0.134
C 5.17294 -3.30811 0.09885 -0.07 0.39 -0.05 -1.206
C 4.79983 1.77400 0.06499 -0.03 -0.08 0.06 -0.984
C 3.81895 1.77072 -1.11694 0.29 0.05 -0.41 -0.940
C -0.60028 1.11730 -0.89776 0.23 -0.25 0.10 -0.280
C -1.89161 0.89456 -0.45944 -0.20 0.13 -0.04 -0.589
H -8.51256 -1.03196 -2.40767 -0.09 -0.01 -0.11 0.375
H -9.33402 -0.81050 -0.86146 -0.13 -0.01 0.02 0.316
H -8.53672 0.55677 -1.64109 -0.06 0.12 -0.04 0.338
H -6.32592 -0.54360 -1.33296 0.07 -0.06 -0.02 0.262
H -7.11576 -1.92272 -0.56129 0.08 -0.03 -0.01 0.272
H -7.14127 0.95232 0.46312 -0.06 0.01 0.06 0.320
H -7.94804 -0.41491 1.24703 -0.02 0.04 0.02 0.418
H -5.65746 -1.52973 1.42541 0.03 -0.02 0.07 0.304
H -5.84313 -0.04888 2.37907 0.08 -0.06 0.02 0.264
H -3.52331 -1.40427 1.27634 -0.14 0.20 -0.10 0.199
H -1.37387 -2.01705 1.18670 -0.02 -0.09 0.07 0.299
H 0.91941 -1.60603 0.39480 0.06 -0.08 0.00 0.461
H 2.42927 3.21757 0.48587 -0.09 -0.03 0.00 0.382
H 1.08051 2.10734 0.78044 0.14 0.12 -0.01 0.410
H 2.35127 0.70651 2.18349 0.01 0.10 0.04 0.360
H 3.15978 2.24842 2.50462 0.03 0.01 0.04 0.453
H 4.97610 0.81561 1.99638 -0.05 -0.04 -0.06 0.574
H 3.59826 -2.33038 -1.02583 0.18 0.07 -0.05 0.232
H 5.22353 -2.15828 -1.74054 -0.11 0.02 0.09 0.392
H 4.59462 -3.33726 1.01884 -0.01 -0.05 0.04 0.293
H 6.22018 -3.14430 0.34351 0.11 -0.05 0.01 0.295
H 5.07294 -4.26244 -0.41003 0.01 -0.13 -0.05 0.406
H 5.77067 1.40426 -0.26096 0.00 0.10 -0.01 0.444
H 4.93280 2.78643 0.45140 0.05 0.00 0.02 0.444
H 3.84125 2.73557 -1.63695 0.03 -0.08 0.01 0.354
H 4.06930 0.98384 -1.83121 -0.01 0.19 0.11 0.463
H -0.38401 1.99275 -1.49292 0.01 0.10 -0.04 0.453
H -2.67814 1.58930 -0.70028 -0.02 0.00 0.00 0.534
```
Forces are in eV/Å.

Electronic energy: -32366.546 eV
Relative energy (zero: lowest compared OMol25 entry of this formula, charge and spin): 19.3 kcal per mole
HOMO-LUMO gap: 9.2 eV
Strongest force on any atom: 0.64 eV Å⁻¹


(2)
Entry from the Open Molecules 2025 dataset: one molecule with the formula C20H28N2O5 (the ωB97M-V functional and the def2-TZVPD basis).

```
55
Properties=species:S:1:pos:R:3:forces:R:3:mulliken_charge:R:1
C -3.85447 -0.99147 -1.67189 -0.03 0.17 0.39 -0.707
C -4.39049 -0.83255 -0.25699 -0.41 -0.13 -0.32 -0.523
O -3.55116 0.05800 0.47972 0.29 -0.29 0.11 -0.233
C -4.00018 1.30418 0.66455 -0.08 0.37 0.18 0.692
O -5.11925 1.66749 0.42566 -0.03 0.07 0.00 -0.641
C -2.93171 2.19905 1.28533 -0.01 0.09 -0.39 -0.737
N -1.57993 1.82875 0.93025 -0.12 -0.02 0.21 -0.124
C -1.35140 1.70188 -0.42731 0.34 0.27 0.27 0.690
O -2.19726 1.98332 -1.25800 -0.42 0.13 -0.15 -0.698
N -0.09182 1.31866 -0.79002 0.12 -0.13 -0.15 0.370
C 0.15422 0.92418 -2.15928 -0.30 -0.18 -0.32 -1.163
C 0.37255 -0.58713 -2.22068 0.21 0.20 -0.02 0.060
C 1.51302 -0.99688 -1.28980 -0.26 -0.05 -0.02 -1.620
C 1.28492 -0.48985 0.13785 0.11 0.03 0.03 3.413
C 2.49475 -0.80977 1.05650 -0.07 0.11 -0.09 -1.737
C 3.77482 -0.16126 0.61271 0.04 -0.09 0.09 0.212
C 4.63962 -0.81891 -0.25423 0.02 0.03 0.05 -0.188
C 5.81240 -0.21664 -0.67481 0.06 -0.03 -0.07 -0.702
C 6.13987 1.05257 -0.23014 0.06 0.04 -0.03 -0.452
C 5.29330 1.71060 0.64568 0.03 0.10 0.01 -0.734
C 4.12104 1.10690 1.06473 0.04 -0.06 -0.01 -0.211
C 0.10396 -1.16258 0.82700 0.16 0.38 0.01 -0.396
O -0.45056 -0.68586 1.79074 -0.04 -0.11 0.14 -0.763
O -0.21826 -2.33845 0.31281 0.12 -0.25 -0.30 -0.188
C -1.30805 -3.02819 0.93577 -0.49 -0.22 0.29 0.031
C -1.73205 -4.17248 0.03545 0.29 0.35 0.12 -1.279
C 1.00848 1.02584 0.09181 0.03 -0.17 0.28 -2.274
H -4.53475 -1.59956 -2.26150 -0.06 -0.10 -0.08 0.450
H -2.87474 -1.46365 -1.65640 0.12 -0.06 -0.05 -0.147
H -3.75475 -0.00992 -2.12974 0.00 0.04 -0.08 0.303
H -4.38937 -1.78394 0.28358 -0.02 0.13 -0.02 0.299
H -5.40445 -0.42062 -0.27289 0.17 -0.17 0.06 0.477
H -3.03330 2.16986 2.37184 -0.01 0.01 -0.07 0.365
H -3.13254 3.21586 0.93602 -0.11 -0.19 0.14 0.339
H -1.18999 1.09226 1.50623 0.08 0.06 -0.10 0.273
H -0.71132 1.22308 -2.75173 0.19 0.01 0.03 0.534
H 1.04244 1.44982 -2.52862 -0.02 0.01 -0.01 0.356
H -0.54739 -1.09068 -1.92044 -0.07 -0.01 -0.06 -0.181
H 0.60438 -0.88629 -3.24370 -0.03 -0.04 -0.04 0.494
H 1.61839 -2.08279 -1.28581 0.12 0.01 0.00 0.312
H 2.44493 -0.56224 -1.65858 0.02 -0.03 0.01 0.519
H 2.24697 -0.47580 2.06685 0.00 -0.07 0.01 0.668
H 2.62428 -1.89480 1.07561 -0.02 -0.01 0.06 0.571
H 4.39777 -1.81517 -0.59596 -0.05 -0.11 -0.03 0.431
H 6.47344 -0.74138 -1.34882 0.06 -0.04 -0.05 0.386
H 7.05467 1.52328 -0.55772 0.08 0.04 -0.02 0.380
H 5.54792 2.69612 1.00658 0.02 0.08 0.03 0.392
H 3.47179 1.62156 1.75811 -0.09 0.06 0.08 0.416
H -2.12146 -2.31333 1.09794 0.13 -0.11 0.01 0.079
H -0.97426 -3.39388 1.91327 -0.06 0.10 -0.11 0.310
H -2.54941 -4.71644 0.49969 -0.08 -0.07 0.04 0.409
H -0.89965 -4.85258 -0.12472 0.04 -0.12 -0.03 0.374
H -2.06190 -3.79499 -0.92878 -0.07 0.01 -0.11 0.260
H 0.80575 1.41190 1.08980 0.08 0.02 -0.05 0.372
H 1.89949 1.52963 -0.30204 -0.06 -0.06 0.09 0.456
```
Forces are in eV/Å.

Electronic energy: -34414.339 eV
Relative energy (zero: lowest compared OMol25 entry of this formula, charge and spin): 11.3 kcal per mole
HOMO-LUMO gap: 9.5 eV
Strongest force on any atom: 0.61 eV Å⁻¹


(3)
Entry from the Open Molecules 2025 dataset: one molecule with the formula C20H28N4O3 (the ωB97M-V functional and the def2-TZVPD basis).

```
55
Properties=species:S:1:pos:R:3:forces:R:3:mulliken_charge:R:1
O -0.97618 -0.59012 -1.97692 -0.41 0.16 0.25 -0.650
C 0.12989 -0.82881 -2.41914 0.47 0.15 -0.61 0.516
C 1.03020 0.26564 -2.97718 -0.12 0.07 0.34 -0.744
C 1.81657 0.90653 -1.82173 0.11 -0.13 -0.19 -0.884
N 0.90468 1.36446 -0.79353 0.49 -0.22 0.28 0.598
N 0.22446 2.48646 -1.11912 -0.46 0.76 -0.31 -0.781
C -0.56219 3.04038 -0.27854 0.29 -0.59 0.30 0.449
C -1.22312 4.27691 -0.68930 -0.28 0.53 -0.29 0.503
C -1.34056 4.58083 -2.04725 -0.01 -0.04 0.12 -0.335
C -1.95737 5.74545 -2.45674 0.01 0.03 -0.05 -0.661
C -2.46557 6.63139 -1.51933 -0.02 0.05 0.06 -0.380
C -2.34744 6.34449 -0.16990 -0.08 0.16 -0.01 -0.709
C -1.73471 5.17677 0.24548 0.13 -0.23 -0.09 -0.341
C -0.78335 2.45998 1.09479 0.09 -0.20 -0.15 -0.794
C -0.65158 0.94339 1.00482 0.03 0.02 0.04 -0.852
C 0.58688 0.53812 0.24403 -0.24 -0.01 0.41 0.660
O 1.24157 -0.45801 0.48901 0.01 -0.07 0.08 -0.721
N 0.65970 -2.06934 -2.45885 0.19 -0.37 -0.11 -0.093
C 0.03562 -3.18488 -1.77895 0.00 -0.12 0.26 -1.004
C 0.71742 -3.46943 -0.44150 -0.33 -0.07 0.12 0.679
C -0.11944 -4.41068 0.43804 0.17 0.05 -0.23 -1.295
N 0.27981 -4.50325 1.82593 0.02 -0.05 0.11 0.036
C 0.08591 -3.28490 2.59444 0.11 -0.13 0.34 -0.243
C 0.29325 -3.61789 4.07296 -0.30 0.24 -0.16 -0.867
O 1.57912 -4.14360 4.30968 0.13 0.11 0.05 -0.397
C 1.79402 -5.29659 3.53080 0.17 -0.21 -0.32 -0.752
C 1.62607 -4.99963 2.03931 -0.05 -0.06 0.37 -0.461
H 0.39453 1.02995 -3.42593 0.01 -0.10 -0.04 0.287
H 1.71923 -0.12527 -3.72514 0.02 0.01 -0.04 0.438
H 2.48798 0.18136 -1.35665 -0.05 0.16 -0.08 0.413
H 2.38476 1.76521 -2.18482 -0.02 -0.10 0.08 0.362
H -0.94448 3.88079 -2.76513 0.01 -0.05 -0.09 0.441
H -2.04679 5.96568 -3.51043 -0.01 0.00 -0.08 0.376
H -2.95063 7.54176 -1.83897 -0.04 0.07 -0.02 0.386
H -2.73534 7.03510 0.56475 -0.02 0.05 0.05 0.379
H -1.63804 4.97866 1.30239 -0.01 -0.05 0.10 0.358
H -1.76762 2.72558 1.48011 0.08 0.07 0.00 0.431
H -0.02601 2.86572 1.77592 -0.07 0.04 0.02 0.365
H -0.64061 0.47306 1.98834 0.07 -0.02 -0.11 0.359
H -1.48959 0.52864 0.43309 0.04 0.00 0.01 0.273
H 1.63049 -2.17707 -2.70754 -0.08 0.15 -0.05 0.279
H 0.06383 -4.06311 -2.43130 -0.10 0.05 0.03 0.295
H -1.00492 -2.89599 -1.61478 0.08 -0.11 -0.06 0.387
H 1.70504 -3.90249 -0.61681 0.09 0.04 0.01 0.205
H 0.84877 -2.51810 0.07535 0.05 -0.07 -0.06 -0.026
H -1.15951 -4.07212 0.43023 -0.03 -0.04 -0.07 0.451
H -0.09267 -5.42388 0.02307 -0.11 0.01 -0.03 0.296
H -0.93418 -2.92820 2.43893 -0.02 0.06 0.01 0.400
H 0.79046 -2.48917 2.30492 -0.08 0.02 -0.01 0.174
H 0.21353 -2.72052 4.68916 -0.06 -0.04 -0.04 0.361
H -0.46821 -4.34842 4.38702 0.03 0.09 -0.02 0.392
H 2.81029 -5.62906 3.75050 -0.06 -0.04 -0.03 0.349
H 1.07907 -6.08128 3.82227 0.08 0.03 -0.04 0.372
H 1.76368 -5.91770 1.46385 0.06 -0.01 -0.01 0.448
H 2.39203 -4.26531 1.73816 0.01 -0.07 -0.03 0.272
```
Forces are in eV/Å.

Electronic energy: -33297.437 eV
Relative energy (zero: lowest compared OMol25 entry of this formula, charge and spin): 63.3 kcal per mole
HOMO-LUMO gap: 8.7 eV
Strongest force on any atom: 0.95 eV Å⁻¹


(4)
Entry from the Open Molecules 2025 dataset: one molecule with the formula C20H28N4O6 (the ωB97M-V functional and the def2-TZVPD basis).

```
58
Properties=species:S:1:pos:R:3:forces:R:3:mulliken_charge:R:1
C 1.41692 -0.17770 -5.12335 0.03 -0.24 0.09 -1.345
C 1.54536 -1.13072 -3.94175 -0.04 0.31 0.09 -0.422
C 1.41352 -0.39308 -2.61138 0.03 -0.36 -0.06 -0.169
C 1.55014 -1.35501 -1.43090 0.11 0.11 -0.44 -2.043
N 1.44032 -0.66489 -0.15554 -0.21 -0.11 -0.01 0.670
C 0.24318 -0.16094 0.28394 -0.03 0.61 0.38 -0.520
N -0.87647 -0.41906 -0.44891 0.11 -0.13 0.06 -0.057
C 0.18270 0.62785 1.40754 -0.11 0.01 -0.05 -0.125
N -1.06399 1.16281 1.83214 0.47 0.04 -0.37 0.365
C -1.23680 2.59656 1.60918 -0.07 0.39 -0.13 -1.149
C -1.37428 2.98296 0.13240 -0.31 0.16 0.25 -0.127
C -2.82156 3.17520 -0.33814 0.21 -0.15 -0.28 0.701
C -2.82900 3.73771 -1.75877 -0.08 0.03 0.32 -1.569
C -3.62835 1.88145 -0.28334 0.04 0.28 0.15 -1.090
C -1.93665 0.51244 2.63207 -0.10 -0.50 0.00 0.938
O -3.00830 0.99108 2.95347 -0.10 -0.10 0.30 -0.678
C -1.57685 -0.86193 3.19856 -0.26 0.11 0.69 -0.740
O -0.71487 -1.69549 2.43556 -0.12 -0.35 -0.16 -0.242
C 0.43560 -2.07320 3.02825 -0.17 0.14 0.24 0.501
O 0.77427 -1.73429 4.13367 0.09 -0.11 -0.24 -0.645
C 1.24113 -2.94413 2.17627 0.97 -0.28 0.49 0.369
C 2.48860 -3.46290 2.42917 -0.86 0.44 -0.01 -0.359
C 2.82479 -4.24088 1.30542 -0.39 -0.04 -0.43 -0.685
C 1.76396 -4.14195 0.45426 0.75 -0.36 0.13 -0.353
O 0.80370 -3.36164 0.96443 -0.51 0.14 -0.05 -0.339
C 1.36282 0.93719 2.16901 -0.08 -0.21 -0.48 0.416
O 1.43507 1.65956 3.13792 -0.02 0.09 0.25 -0.707
N 2.50351 0.28933 1.67877 0.31 0.19 0.34 0.114
C 2.61354 -0.50010 0.57399 -0.02 0.00 0.09 0.125
O 3.65289 -1.02362 0.24351 0.34 -0.03 -0.09 -0.648
H 2.19307 0.58266 -5.08493 0.07 0.12 -0.04 0.345
H 1.51307 -0.71865 -6.06117 0.00 0.03 -0.14 0.401
H 0.44950 0.31942 -5.11143 -0.09 0.08 -0.04 0.324
H 0.77147 -1.89916 -4.01038 0.02 -0.10 0.01 0.338
H 2.51470 -1.63107 -3.98108 0.01 -0.11 0.01 0.310
H 0.44813 0.11510 -2.56962 0.04 0.08 0.00 0.225
H 2.19522 0.36511 -2.53698 0.01 0.07 0.04 0.324
H 2.54292 -1.81158 -1.43914 -0.25 -0.03 0.02 0.744
H 0.80553 -2.15375 -1.49163 0.06 -0.02 0.04 0.327
H -0.91068 -1.27787 -0.97194 0.00 0.00 0.02 0.287
H -1.73685 -0.16643 0.01598 0.05 -0.02 -0.08 0.286
H -0.36341 3.08871 2.04620 -0.09 -0.07 0.02 0.345
H -2.12268 2.89883 2.16956 0.13 0.03 -0.03 0.610
H -0.84565 3.92600 -0.01960 0.07 0.00 -0.05 0.433
H -0.88260 2.23388 -0.49132 0.09 0.01 -0.10 -0.262
H -3.29794 3.90454 0.32544 0.02 0.00 0.03 0.233
H -2.34718 3.04372 -2.44506 0.07 -0.09 -0.11 0.294
H -3.84882 3.90164 -2.09824 -0.11 0.03 -0.11 0.422
H -2.29831 4.68601 -1.80222 0.07 0.11 -0.07 0.403
H -3.64816 1.47917 0.72531 -0.04 -0.14 0.13 0.199
H -4.65620 2.07176 -0.58440 -0.13 -0.06 -0.05 0.490
H -3.20972 1.14429 -0.96699 0.05 -0.10 -0.14 0.121
H -2.51680 -1.40038 3.35554 0.18 0.16 -0.09 0.359
H -1.11082 -0.67639 4.17702 -0.19 -0.01 -0.20 0.359
H 3.06983 -3.29267 3.31113 0.08 0.08 0.22 0.568
H 3.72852 -4.79093 1.14769 0.18 -0.14 -0.10 0.491
H 1.58517 -4.57540 -0.51061 -0.13 0.01 -0.13 0.557
H 3.35379 0.42081 2.21540 -0.13 -0.04 -0.13 0.282
```
Forces are in eV/Å.

Electronic energy: -39441.741 eV
Relative energy (zero: lowest compared OMol25 entry of this formula, charge and spin): 5.9 kcal per mole
HOMO-LUMO gap: 8.9 eV
Strongest force on any atom: 1.12 eV Å⁻¹